Formula: C29H22Cl2N2O9ReS
Source: OMol25
Level of theory: ωB97M-V/def2-TZVPD

```
66
Properties=species:S:1:pos:R:3:lowdin_charge:R:1
Re -0.52259 -0.07918 -0.81084 1.61
O -1.62538 -1.45443 2.89904 0.03
C -1.46624 -1.14527 1.72468 -0.59
O -0.33519 -0.85922 1.16444 -0.14
C -2.65963 -1.13572 0.78490 -0.16
C -3.94212 -1.57298 1.05794 0.00
C -4.86803 -1.60958 0.01893 -0.06
C -4.50446 -1.22733 -1.27410 0.00
C -3.21326 -0.79515 -1.49199 -0.17
N -2.35468 -0.74744 -0.46143 -0.04
C -2.59054 -0.37363 -2.81820 -0.58
O -3.29346 -0.35198 -3.81945 0.04
O -1.33342 -0.08237 -2.76128 -0.15
H -4.18041 -1.88835 2.06434 0.11
H -5.87554 -1.95858 0.21124 0.09
H -5.18887 -1.26707 -2.10955 0.11
Cl 6.50317 3.02213 -2.91531 0.58
C 5.01642 2.23917 -2.42271 -0.69
C 5.07337 1.12435 -1.58588 -0.16
C 3.91072 0.51760 -1.19922 -0.57
Cl 4.00916 -0.82964 -0.11052 0.71
C 2.58734 0.94266 -1.59616 -0.37
O 1.59730 0.31061 -1.13534 -0.19
C 2.59868 2.09586 -2.46217 -0.11
C 1.41095 2.72130 -3.04432 -0.24
O 0.26064 2.37368 -2.97468 0.05
C 3.80195 2.71032 -2.84139 -0.10
H 6.02202 0.74519 -1.23305 0.09
H 1.67224 3.64692 -3.61012 0.11
H 3.75407 3.57525 -3.49321 0.10
C 0.81397 2.50467 1.84788 -0.04
C -0.30266 3.31749 1.27073 -0.22
C -0.58641 4.59348 1.71848 -0.09
C -1.59537 5.36515 1.14730 -0.13
C -2.33675 4.83834 0.09423 -0.09
C -2.09499 3.56829 -0.39754 -0.22
C -2.92387 2.97355 -1.49463 -0.05
C -1.06669 2.78712 0.19838 -0.27
N -0.82121 1.55924 -0.26713 -0.11
H 1.28126 3.03323 2.68044 0.07
H 1.57440 2.30524 1.08860 0.08
H 0.47145 1.52785 2.19176 0.07
H 0.00513 4.99687 2.53476 0.09
H -1.79865 6.36281 1.51730 0.07
H -3.12911 5.42651 -0.35840 0.09
H -3.48729 3.74860 -2.01789 0.07
H -3.63952 2.24601 -1.09805 0.08
H -2.30002 2.44878 -2.21476 0.06
C 2.65700 -4.54893 4.07132 -0.07
C 1.90794 -4.31707 2.78741 -0.28
C 0.52437 -4.37908 2.74318 -0.04
C -0.16360 -4.13027 1.56343 -0.06
C 0.53593 -3.81050 0.42146 -0.26
C 1.92138 -3.74752 0.44018 -0.06
C 2.59910 -3.99795 1.61704 -0.05
S -0.31352 -3.44190 -1.09754 0.50
O -1.73189 -3.55094 -0.81968 -0.31
O 0.21652 -4.35177 -2.08625 -0.31
O 0.09892 -2.04228 -1.42219 -0.45
H 1.97337 -4.79387 4.88467 0.07
H 3.21556 -3.65618 4.36089 0.08
H 3.37459 -5.36749 3.97260 0.07
H -0.03210 -4.58565 3.64940 0.11
H -1.24357 -4.14067 1.53721 0.11
H 2.45137 -3.46861 -0.45868 0.10
H 3.68072 -3.91966 1.63955 0.11
```

Properties
charge	-2
gap between HOMO and LUMO (alpha / beta)	4.43 / 5.68	eV
energy relative to the best compared isomer or geometry (same formula, charge and spin)	0.3316	eV
E_tot	-89853.2888	eV
multiplicity	2


Formula: C3H3N3
Source: OMol25
Level of theory: ωB97M-V/def2-TZVPD

```
9
Properties=species:S:1:pos:R:3:lowdin_charge:R:1
N -1.93246 -0.72317 1.79662 0.14
C -1.09931 -0.56536 1.00567 -0.19
C -0.07746 -0.26519 0.05107 -0.35
N 1.31796 -0.48714 0.23199 0.06
C -0.41794 0.46555 -0.98858 -0.11
N -0.60268 1.32886 -1.83635 0.18
H 1.56367 -0.59831 1.20581 0.09
H 1.66401 -1.25860 -0.32053 0.08
H -0.40586 2.10313 -1.18215 0.10
```

Properties
gap between HOMO and LUMO	9.68	eV
energy relative to the best compared isomer or geometry (same formula, charge and spin)	2.1079	eV
E_tot	-7627.4417	eV
SMILES	N#CC(N)=C=N
multiplicity	1


Formula: H2I3P2
Source: OMol25
Level of theory: ωB97M-V/def2-TZVPD

```
7
Properties=species:S:1:pos:R:3:lowdin_charge:R:1
P -1.05740 0.74216 1.46875 0.44
P -0.17142 0.39527 -0.47237 -0.09
I 2.88954 -1.87628 -2.16751 0.24
I 2.53657 -0.41473 0.04279 0.29
I -1.08508 -1.77236 -1.03894 0.38
H -0.80921 2.12128 1.36429 -0.14
H -2.30300 0.80466 0.80299 -0.12
```

Properties
charge	+1
gap between HOMO and LUMO	6.99	eV
energy relative to the best compared isomer or geometry (same formula, charge and spin)	1.1396	eV
E_tot	-42904.1582	eV
multiplicity	1